Molecular formula: C5H5NO
Method: DFT, the ωB97M-V functional and the def2-TZVPD basis

Structure (XYZ):
```
12
Properties=species:S:1:pos:R:3:forces:R:3
C -0.402275 -0.307485 -1.763066 0.084 0.021 -0.021
C 0.278062 1.651943 0.323879 -0.427 0.612 -0.596
C 0.768252 -0.295467 1.749243 -0.235 -0.055 0.171
C 0.243042 0.315973 0.641430 0.252 -0.434 0.157
C -0.680304 -0.245837 -0.295841 0.030 0.269 0.058
N 0.742504 -0.908171 2.794576 0.156 0.203 -0.151
O 0.114867 2.679914 -0.196607 0.202 -0.692 0.441
H 1.579134 -1.362740 3.154693 -0.067 0.031 -0.115
H -1.639774 -0.556803 0.097442 0.030 0.025 -0.001
H -1.238131 -0.775060 -2.286077 0.042 0.029 0.033
H -0.265299 0.688150 -2.216861 -0.013 -0.029 0.021
H 0.499922 -0.884417 -2.002812 -0.054 0.020 0.002
```
Forces are in eV/Å.

Output
* M: 95.10 g/mol
* largest force on an atom: 0.955 eV/A
* E: -323.3491 a.u.
* LUMO (spin up / spin down): -0.0069 / -0.0051 Ha
* HOMO-LUMO gap (spin up / spin down): 0.23628 / 0.24158 Ha
* 2S+1: 1

***

Molecular formula: C3H3Br2O2
Method: DFT, the ωB97M-V functional and the def2-TZVPD basis

Structure (XYZ):
```
10
Properties=species:S:1:pos:R:3:forces:R:3
C 1.227062 -0.596641 0.507503 -0.414 -2.025 -0.202
C -0.488518 0.924702 -0.533376 0.267 -1.154 -3.610
C -0.273436 -0.394906 0.097139 -1.675 -0.850 0.451
O 1.689451 -1.705462 0.158719 0.332 1.138 0.392
O 1.654795 0.370105 1.132548 0.648 0.483 0.192
Br -1.470805 -0.384212 1.660187 -0.035 0.049 0.968
Br -1.042900 -1.901358 -0.908989 0.323 0.141 -0.638
H -1.436024 1.130390 -1.107448 0.911 -0.441 0.914
H -0.253206 1.595864 0.194792 0.224 2.224 1.942
H 0.393582 0.961519 -1.201075 -0.580 0.435 -0.409
```
Forces are in eV/Å.

Output
* M: 230.86 g/mol
* largest force on an atom: 3.800 eV/A
* E: -5414.6913 a.u.
* LUMO: 0.1207 Ha
* HOMO-LUMO gap: 0.30055 Ha
* net charge: -1
* 2S+1: 1

***

Molecular formula: C2H3OPS
Method: DFT, the ωB97M-V functional and the def2-TZVPD basis

Structure (XYZ):
```
8
Properties=species:S:1:pos:R:3:forces:R:3
C 0.236419 -0.772778 0.769474 -4.710 2.921 -2.740
C -1.300749 -0.000059 -0.330738 7.104 -2.127 1.397
O 1.217039 -0.736746 -0.138708 -0.038 -2.894 1.260
P 1.537235 0.677355 -0.757688 -0.694 2.143 -0.441
S -0.637489 0.962637 -1.509726 1.316 0.289 0.248
H -0.178304 -1.575607 1.355197 0.850 -0.864 -0.203
H -2.208922 0.117182 0.053870 -3.739 0.379 1.534
H 1.334771 1.328016 0.558318 -0.089 0.153 -1.055
```
Forces are in eV/Å.

Output
* M: 106.09 g/mol
* largest force on an atom: 7.546 eV/A
* E: -892.5928 a.u.
* LUMO (spin up / spin down): -0.0021 / -0.0178 Ha
* HOMO-LUMO gap (spin up / spin down): 0.31682 / 0.25201 Ha
* 2S+1: 1

***

Molecular formula: C17H19FN2O4S
Method: DFT, the ωB97M-V functional and the def2-TZVPD basis

Structure (XYZ):
```
44
Properties=species:S:1:pos:R:3:forces:R:3
C -3.678560 -2.451119 -0.654949 -0.181 -0.195 -0.005
O -2.760137 -1.386150 -0.666404 0.091 0.349 -0.004
C -3.078184 -0.237285 -0.009825 -0.005 0.192 0.082
C -4.248282 -0.035593 0.712006 0.014 -0.341 -0.141
C -4.475660 1.175398 1.345186 0.069 0.152 0.024
C -3.545742 2.193875 1.267585 -0.136 0.083 0.101
C -2.376703 1.994497 0.551164 -0.044 -0.146 -0.065
C -2.129592 0.795495 -0.092403 0.080 -0.191 -0.050
C -0.861950 0.569652 -0.862858 0.084 -0.062 -0.247
N -0.121036 -0.544835 -0.304951 -0.256 0.137 0.151
C 0.631376 -1.356533 -1.062711 -0.129 -0.320 0.283
O 0.845622 -1.173312 -2.245406 0.140 -0.034 -0.438
C 1.261422 -2.508481 -0.277474 -0.492 0.023 0.005
N 2.570806 -2.133707 0.214094 -0.090 0.780 0.679
C 3.693203 -2.315542 -0.673112 0.453 0.019 -0.226
S 2.610789 -0.909789 1.325654 0.439 -0.022 0.118
O 3.911783 -0.924519 1.923115 0.116 0.010 -0.247
O 1.455935 -1.089239 2.163020 -0.188 0.018 -0.139
C 2.430720 0.706846 0.537098 0.070 -0.572 0.342
C 1.653200 1.634060 1.208069 -0.033 0.048 0.043
C 1.531943 2.921864 0.716391 0.131 0.062 -0.146
C 2.197838 3.245561 -0.454286 0.028 -0.164 0.063
F 2.079704 4.492092 -0.945462 0.008 -0.094 0.028
C 2.980667 2.327882 -1.133533 -0.098 0.162 0.066
C 3.105134 1.047347 -0.620081 -0.002 -0.016 -0.027
H -3.849741 -2.824651 0.359841 -0.006 0.032 -0.036
H -3.221651 -3.236561 -1.254869 -0.079 0.018 0.047
H -4.634687 -2.163978 -1.103833 0.033 -0.009 0.031
H -4.990114 -0.814699 0.787090 -0.048 -0.096 -0.015
H -5.390120 1.315897 1.901671 -0.076 0.009 0.047
H -3.726116 3.136265 1.760785 -0.021 0.089 0.049
H -1.644396 2.785215 0.481073 0.118 0.078 -0.019
H -0.249521 1.478615 -0.855041 -0.099 -0.067 -0.070
H -1.077144 0.305950 -1.903848 0.057 0.112 0.107
H -0.175899 -0.704088 0.691198 -0.019 -0.095 -0.106
H 1.373689 -3.375989 -0.930148 -0.005 0.124 0.052
H 0.648068 -2.769001 0.586206 -0.046 -0.106 -0.169
H 3.883250 -3.384153 -0.795407 0.000 0.053 0.013
H 4.557104 -1.858607 -0.196061 0.150 -0.094 -0.163
H 3.513949 -1.874337 -1.658160 0.024 -0.016 0.036
H 1.148865 1.330799 2.111422 -0.116 0.053 0.112
H 0.940581 3.667302 1.224191 -0.057 0.077 0.040
H 3.484004 2.619948 -2.041116 0.039 0.036 -0.085
H 3.725602 0.327604 -1.124941 0.084 -0.077 -0.123
```
Forces are in eV/Å.

Output
* M: 366.41 g/mol
* largest force on an atom: 1.038 eV/A
* E: -1567.7212 a.u.
* LUMO: 0.0239 Ha
* HOMO-LUMO gap: 0.34527 Ha
* 2S+1: 1

***

Molecular formula: C4H7NO2
Method: DFT, the ωB97M-V functional and the def2-TZVPD basis

Structure (XYZ):
```
14
Properties=species:S:1:pos:R:3:forces:R:3
C -1.373829 -1.080759 -0.306505 -0.046 -0.026 0.005
C -0.365128 0.005785 -0.072766 -0.042 0.257 0.135
N -0.617268 1.093088 0.548541 0.318 -0.414 -0.332
O -1.930140 1.132063 0.988670 -0.244 0.198 0.163
C 1.024647 -0.128326 -0.603939 -0.135 0.132 -0.141
C 2.157676 0.465810 0.096455 0.105 0.293 0.023
O 1.926129 -0.937644 0.144619 0.016 -0.226 0.082
H -2.267758 -0.666651 -0.784779 0.127 -0.069 0.053
H -0.962728 -1.880627 -0.927248 -0.017 0.147 0.099
H -1.697516 -1.506564 0.649305 0.062 0.061 -0.127
H -1.991123 2.006736 1.393153 -0.026 -0.177 -0.040
H 1.092385 -0.284058 -1.683226 -0.018 0.026 0.163
H 3.032498 0.783871 -0.469494 -0.119 -0.123 0.075
H 1.972151 0.997271 1.027210 0.020 -0.081 -0.158
```
Forces are in eV/Å.

Output
* M: 101.10 g/mol
* largest force on an atom: 0.619 eV/A
* E: -361.7503 a.u.
* LUMO: 0.0356 Ha
* HOMO-LUMO gap: 0.39814 Ha
* 2S+1: 1

***

Molecular formula: C32H37AsFN5O7Si2Ta
Method: DFT, the ωB97M-V functional and the def2-TZVPD basis

Structure (XYZ):
```
86
Properties=species:S:1:pos:R:3:forces:R:3
Ta 0.030747 -0.584709 0.302830 0.414 0.024 0.635
O -2.614407 2.118419 1.043781 0.274 0.073 0.228
C -1.495666 1.781675 0.715063 -0.082 0.355 -0.143
N -0.541868 1.133772 1.464972 -0.672 -0.799 -0.282
C -0.953849 0.910099 2.836274 0.136 -0.123 0.174
C -0.116934 -0.194676 3.392182 -0.040 0.023 -0.030
C -0.005683 -0.427945 4.756608 -0.009 0.000 -0.052
C 0.740324 -1.498886 5.202332 0.031 -0.033 -0.094
C 1.380128 -2.306770 4.264479 -0.008 0.037 0.121
C 1.244162 -2.007887 2.932385 0.046 0.016 -0.116
N 0.505401 -0.971440 2.491895 -0.030 -0.061 -0.159
C -0.972127 2.056755 -0.662395 0.097 -0.065 -0.279
C -1.351149 3.155163 -1.405103 -0.053 -0.063 0.110
C -0.740820 3.362197 -2.630303 0.068 -0.045 -0.066
C 0.224698 2.463315 -3.066441 -0.064 0.105 -0.026
C 0.535871 1.377327 -2.276367 -0.106 -0.092 0.075
N -0.063101 1.168963 -1.097206 0.033 0.127 -0.177
H -2.009353 0.624840 2.885040 -0.002 0.004 0.045
H -0.837948 1.805914 3.451326 0.010 0.067 -0.101
H -0.514091 0.235396 5.442674 0.007 -0.017 0.022
H 0.831959 -1.702637 6.260572 0.005 -0.004 0.003
H 1.986269 -3.150968 4.559907 -0.004 0.003 0.023
H 1.747059 -2.586282 2.172085 -0.047 0.036 0.047
H -2.103304 3.818505 -1.002443 0.004 0.015 -0.014
H -1.005231 4.217990 -3.236560 0.004 0.000 -0.001
H 0.735083 2.600384 -4.008668 -0.002 -0.004 0.000
H 1.281784 0.655569 -2.575009 0.004 0.024 -0.015
F -4.410340 -6.055444 -0.571913 0.025 0.006 0.003
C -3.291610 -5.313292 -0.466503 -0.015 0.007 -0.010
C -2.784073 -4.702212 -1.594448 -0.004 0.001 -0.030
C -1.661283 -3.896124 -1.464320 0.002 -0.018 0.031
C -1.045191 -3.701371 -0.228382 0.077 -0.044 0.041
C 0.148283 -2.814224 -0.074898 0.044 0.196 0.004
C -1.574483 -4.367920 0.878887 -0.026 -0.007 -0.019
C -2.696171 -5.174342 0.773547 0.013 0.015 0.029
H -3.264579 -4.854908 -2.552142 -0.003 -0.003 0.006
H -1.261345 -3.403514 -2.343723 0.000 0.000 0.001
H 0.694512 -2.760148 -1.029672 -0.075 0.045 -0.065
H 0.859902 -3.288249 0.602761 -0.028 0.050 -0.015
H -1.105169 -4.240137 1.848141 -0.006 -0.001 0.008
H -3.118255 -5.678943 1.632995 0.001 -0.003 -0.008
C 5.797585 0.156098 0.608425 0.001 0.057 0.000
Si 4.332373 -0.535765 1.533735 -0.046 0.087 0.058
C 3.813780 0.574627 2.938292 0.104 0.037 -0.003
C 4.757528 -2.255783 2.116245 -0.058 -0.151 -0.014
As 2.560082 -0.458987 -0.014453 -0.369 -0.129 -0.175
Si 3.372059 -1.339411 -2.061084 -0.064 0.021 0.051
C 1.954685 -1.896887 -3.170532 0.032 -0.020 -0.018
C 4.364868 0.020172 -2.880969 0.014 0.013 0.003
C 4.447799 -2.810961 -1.682055 0.020 -0.047 0.052
H 6.533808 0.555762 1.310321 -0.011 -0.021 0.014
H 5.502367 0.962095 -0.063668 0.052 0.025 -0.004
H 6.292675 -0.624285 0.027535 -0.017 0.043 -0.054
H 4.698653 0.817500 3.533487 -0.038 0.007 0.034
H 3.089320 0.099938 3.600210 -0.068 -0.007 0.006
H 3.392709 1.507770 2.561428 -0.010 0.002 0.033
H 5.397992 -2.203563 3.000642 0.011 0.043 -0.004
H 5.317290 -2.773501 1.336307 -0.016 -0.066 0.003
H 3.892221 -2.869581 2.370119 0.065 0.033 0.009
H 2.223213 -1.684716 -4.208651 -0.017 -0.022 -0.001
H 0.981498 -1.439680 -2.986986 -0.013 0.002 -0.007
H 1.831280 -2.978432 -3.083151 -0.047 0.008 0.009
H 4.042591 1.009644 -2.554205 0.009 0.026 -0.051
H 4.284237 -0.028604 -3.968889 0.005 -0.019 -0.002
H 5.420679 -0.088249 -2.625058 -0.002 0.060 0.021
H 4.737720 -3.330709 -2.598574 -0.007 0.029 -0.022
H 3.916689 -3.520387 -1.044520 0.034 -0.028 -0.005
H 5.362287 -2.501135 -1.173620 0.000 -0.046 0.027
O -1.749185 -0.856149 -0.870776 0.306 -0.078 0.493
C -2.429695 -1.327143 0.126357 0.312 0.328 0.127
O -1.848306 -1.303583 1.250736 -0.108 -0.060 -0.450
C -3.783881 -1.853214 -0.050388 -0.074 0.011 0.007
C -4.394323 -2.504879 1.012654 -0.017 0.001 0.034
C -5.631141 -3.081930 0.806550 0.046 0.196 -0.075
C -6.280768 -3.023485 -0.409835 -0.114 -0.061 -0.012
C -5.642082 -2.362268 -1.442122 0.174 -0.200 0.044
C -4.402069 -1.779322 -1.291600 0.011 -0.002 -0.087
N -6.296505 -2.305623 -2.765415 -0.334 0.801 0.226
O -5.687503 -1.749732 -3.654486 0.180 -0.237 -0.139
O -7.430717 -2.715805 -2.837676 0.032 -0.329 -0.065
N -6.257458 -3.824988 1.915746 0.147 -0.307 -0.186
O -5.583661 -3.991782 2.910279 0.000 0.096 0.153
O -7.368026 -4.260750 1.730956 -0.154 0.071 0.058
H -3.909777 -2.580122 1.974287 0.002 -0.011 0.002
H -7.245131 -3.488723 -0.553661 0.006 0.002 0.002
H -3.923111 -1.295824 -2.130673 0.000 -0.005 0.008
```
Forces are in eV/Å.

Output
* M: 934.72 g/mol
* largest force on an atom: 1.081 eV/A
* E: -5013.5210 a.u.
* LUMO: -0.1466 Ha
* HOMO-LUMO gap: 0.24272 Ha
* net charge: +1
* 2S+1: 1

***

Molecular formula: C15H19N5O
Method: DFT, the ωB97M-V functional and the def2-TZVPD basis

Structure (XYZ):
```
40
Properties=species:S:1:pos:R:3:forces:R:3
C 2.941232 2.719617 -3.188949 -2.494 -0.492 0.077
C 1.614923 2.384839 -2.990974 3.011 0.052 -1.124
C 0.702704 2.126729 -4.168802 -0.142 0.178 0.562
C 1.123311 2.126132 -1.593076 0.232 0.445 -0.587
C 1.848654 0.947333 -0.978348 -0.092 -0.631 0.665
C 1.493475 0.685241 0.465534 -0.721 2.482 0.942
C 0.928523 1.670044 1.229156 0.408 -1.678 -1.585
C 0.575242 1.476746 2.697347 -0.420 0.011 -1.275
O 0.853605 0.148940 3.211685 -1.068 0.143 -0.636
C -0.066943 -0.840529 2.939608 -0.104 1.132 0.180
N -1.170760 -0.640248 2.221745 2.836 1.536 0.872
C -1.973089 -1.665308 2.067595 -0.038 -1.147 0.793
N -2.968321 -1.472076 1.201012 -1.508 0.294 -0.834
N -1.921144 -2.835423 2.679712 -0.942 -0.309 -0.773
C -0.844831 -3.017817 3.401134 -1.056 -1.115 0.166
N -0.574495 -4.162631 4.126099 -0.192 -0.156 0.043
C 0.570526 -3.934720 4.683995 0.149 1.480 -0.912
N 1.084717 -2.687787 4.298033 1.779 -0.730 2.150
C 0.124329 -2.071050 3.542634 1.129 0.189 -0.010
C 0.566753 3.023160 0.586015 0.185 -0.578 1.353
C 1.281010 3.336601 -0.702846 0.155 -0.187 0.162
H 3.374739 2.854244 -4.176909 -0.246 -0.022 0.088
H 3.615845 2.857369 -2.357916 0.035 0.036 0.140
H 1.191054 2.327110 -5.117757 0.149 -0.212 -0.044
H -0.142751 2.806201 -4.113886 -0.309 0.153 0.034
H 0.270274 1.114123 -4.145726 0.299 0.202 -0.037
H 0.063630 1.915913 -1.612243 -0.493 -0.308 -0.173
H 2.928891 1.081948 -1.031684 0.117 0.080 -0.208
H 1.620847 0.053759 -1.544593 0.023 -0.315 -0.315
H 1.796127 -0.252265 0.896380 -0.060 -0.273 0.156
H -0.479516 1.783604 2.840589 0.388 -0.486 0.128
H 1.192810 2.192575 3.215023 0.289 -0.117 0.785
H -3.176222 -0.483149 1.075166 -0.350 -0.658 -0.154
H -3.698159 -2.157662 1.356063 -0.238 0.516 -0.398
H 1.056489 -4.628382 5.356172 0.271 0.264 -0.103
H 1.907281 -2.262747 4.741422 -0.786 -0.212 -0.523
H -0.517440 3.093542 0.454126 -0.039 -0.150 -0.099
H 0.803618 3.800894 1.292032 0.076 0.456 0.584
H 0.809752 4.227299 -1.119241 0.203 0.021 -0.266
H 2.360388 3.524910 -0.568248 -0.433 0.104 0.177
```
Forces are in eV/Å.

Output
* M: 285.35 g/mol
* largest force on an atom: 3.342 eV/A
* E: -931.9999 a.u.
* LUMO: 0.0258 Ha
* HOMO-LUMO gap: 0.32366 Ha
* 2S+1: 1

***

Molecular formula: C14H14NO5Sc
Method: DFT, the ωB97M-V functional and the def2-TZVPD basis

Structure (XYZ):
```
35
Properties=species:S:1:pos:R:3:forces:R:3
O -6.467406 -4.876283 0.257022 3.808 2.297 -1.049
C -5.498020 -4.289087 0.003408 -3.847 -2.317 1.103
Sc -1.953907 -1.736109 0.356844 0.467 1.237 -1.710
C -1.262270 -1.237281 2.520259 2.509 1.967 6.083
O -0.807297 -0.873825 3.526364 -2.214 -1.746 -4.900
C -0.734960 -2.015225 -1.460450 1.366 -2.204 -4.510
O -0.319856 -2.347675 -2.498029 -1.267 1.775 3.985
C -3.906821 -0.478882 0.213365 -4.989 3.451 0.494
O -4.854938 0.190484 0.267723 4.418 -3.206 -0.448
C -1.385101 -3.985678 0.429800 2.240 -3.874 0.257
O -0.876007 -5.018328 0.415173 -2.117 3.563 -0.117
H -3.013339 -2.699696 -0.731756 0.162 0.118 0.063
C 3.295400 2.015912 0.539109 0.341 0.261 0.011
N 2.811605 0.650171 0.180630 -0.826 -0.373 -0.905
C 3.798822 -0.408277 0.540680 0.282 -0.406 0.292
C 1.375665 0.405698 0.736456 0.154 0.055 0.743
C 0.254167 1.088732 -0.014933 -0.191 1.163 -0.032
C 0.256688 2.498404 -0.181267 0.650 -0.420 -0.026
C -0.554900 3.144297 -1.104760 -0.823 -0.492 -0.027
C -1.527235 2.382972 -1.758228 0.455 -0.865 -0.215
C -1.582296 0.965527 -1.555149 -0.895 1.770 -0.046
C -0.806058 0.360491 -0.578509 0.416 -1.764 0.006
H 3.027044 2.183772 1.586881 0.200 0.163 -0.271
H 2.816583 2.733786 -0.127368 0.091 -0.076 0.292
H 4.382282 2.083898 0.398519 -0.366 -0.172 0.083
H 2.754115 0.598747 -0.852109 -0.228 0.200 0.503
H 3.933792 -0.454690 1.621171 -0.125 0.091 -0.044
H 3.476187 -1.382318 0.163346 -0.140 0.237 0.076
H 4.761869 -0.172134 0.079691 -0.236 0.096 0.054
H 1.209725 -0.675222 0.779419 0.215 0.084 -0.357
H 1.430329 0.731926 1.780429 0.190 0.099 -0.092
H 0.913622 3.120397 0.415115 0.161 -0.122 -0.119
H -0.444834 4.210974 -1.334165 -0.170 -0.456 0.424
H -2.220444 2.888621 -2.428826 0.220 -0.337 -0.096
H -2.282208 0.395899 -2.185856 0.088 0.204 0.494
```
Forces are in eV/Å.

Output
* M: 321.22 g/mol
* largest force on an atom: 6.868 eV/A
* E: -1732.8444 a.u.
* LUMO: -0.3143 Ha
* HOMO-LUMO gap: 0.23292 Ha
* net charge: +2
* 2S+1: 1

***

Question: The lowest M belongs to which entry?
Answer: C5H5NO